Entry 1:
76
Properties=species:S:1:pos:R:3:lowdin_charge:R:1 method="wB97M-V/def2-TZVPD" homo_energy_ev=-11.514 e_above_lowest_kj_mol=181.3 charge=+1 e_tot_ev=-37671.19992
N 15.68 17.68 0.66 0.25
H 15.51 17.23 1.60 0.07
H 16.11 16.99 0.04 0.08
H 16.46 18.36 0.75 0.07
H 14.88 18.24 0.33 0.06
C 17.35 20.64 1.66 -0.21
C 15.88 21.01 1.46 -0.21
O 15.03 20.03 2.06 -0.08
O 17.82 19.49 0.94 -0.10
H 17.45 20.37 2.72 0.12
H 17.94 21.56 1.55 0.13
H 15.74 21.40 0.46 0.12
H 15.76 21.84 2.17 0.13
H 14.90 20.29 2.97 0.09
H 18.78 19.55 0.92 0.10
C 15.58 14.59 -2.96 -0.22
C 16.44 14.39 -1.73 -0.20
O 16.82 15.70 -1.26 -0.11
O 14.38 15.30 -2.60 -0.09
H 15.22 13.67 -3.42 0.12
H 16.09 15.19 -3.71 0.12
H 17.31 13.84 -2.08 0.13
H 15.90 13.91 -0.91 0.12
H 17.73 15.60 -0.95 0.08
H 14.47 16.23 -2.85 0.00
C 11.51 18.65 -0.74 -0.05
C 12.81 18.11 -1.34 -0.35
C 12.92 17.88 -2.87 -0.20
O 14.22 17.71 -3.37 -0.25
C 14.34 17.80 -4.79 -0.05
N 13.84 19.19 -1.09 0.02
H 10.82 17.81 -0.63 0.08
H 11.04 19.41 -1.37 0.09
H 11.76 19.09 0.22 0.08
H 13.17 17.23 -0.81 0.12
H 12.43 18.73 -3.36 0.13
H 12.29 17.01 -3.09 0.14
H 13.84 17.02 -5.36 0.10
H 15.40 17.62 -4.92 0.09
H 14.02 18.78 -5.15 0.10
H 13.54 20.04 -0.62 0.07
H 14.09 19.53 -2.01 0.06
C 17.73 23.39 -2.21 -0.07
C 17.68 22.05 -2.94 -0.42
C 17.89 20.83 -2.05 -0.21
O 18.42 19.74 -2.76 -0.15
C 17.82 18.50 -2.45 -0.11
N 16.35 22.06 -3.57 0.02
H 18.73 23.38 -1.73 0.08
H 16.98 23.57 -1.45 0.07
H 17.94 24.23 -2.87 0.08
H 18.49 22.10 -3.68 0.14
H 16.90 20.64 -1.63 0.11
H 18.55 21.04 -1.20 0.11
H 16.74 18.63 -2.35 0.07
H 18.18 17.96 -1.57 0.07
H 17.86 17.80 -3.29 0.09
H 16.17 21.32 -4.25 0.07
H 16.30 22.88 -4.17 0.07
C 15.61 14.83 4.89 -0.05
C 16.25 15.73 3.85 -0.41
C 17.01 14.97 2.75 -0.19
O 17.70 15.88 1.90 -0.21
C 19.02 16.14 2.39 -0.07
N 15.25 16.67 3.27 0.03
H 14.55 14.65 4.67 0.08
H 15.48 15.45 5.78 0.08
H 16.10 13.89 5.12 0.08
H 16.95 16.43 4.31 0.13
H 16.19 14.45 2.26 0.13
H 17.69 14.28 3.25 0.13
H 19.41 16.85 1.66 0.08
H 19.60 15.22 2.41 0.09
H 19.09 16.62 3.37 0.09
H 14.31 16.28 3.30 0.09
H 15.28 17.56 3.75 0.09

Entry 2:
75
Properties=species:S:1:pos:R:3:lowdin_charge:R:1 method="wB97M-V/def2-TZVPD" homo_energy_ev=-11.205 charge=+1 e_tot_ev=-36564.99607
Hg -3.97 1.94 0.93 0.69
O 1.47 -0.17 3.15 0.40
H 1.07 -0.04 4.01 0.19
H 2.33 0.25 3.07 0.19
H 0.86 -0.01 2.43 0.19
B -2.56 1.03 4.38 -0.38
H -2.09 0.74 5.30 -0.02
H -2.73 0.08 3.89 -0.07
H -3.48 1.48 4.71 -0.06
H -1.95 1.70 3.80 -0.11
C 1.00 1.04 -1.82 -0.21
O -0.06 0.92 -0.95 -0.09
H 0.81 1.79 -2.59 0.08
H 1.95 1.25 -1.33 0.09
H 1.34 0.12 -2.30 0.12
C -4.50 -4.04 -0.58 -0.06
C -5.66 -3.10 -0.91 -0.57
C -6.93 -3.86 -1.20 -0.05
O -5.67 -2.26 0.15 -0.05
H -4.30 -4.72 -1.42 0.08
H -4.80 -4.70 0.23 0.08
H -3.67 -3.37 -0.33 0.08
H -5.32 -2.46 -1.73 0.13
H -7.25 -4.55 -0.42 0.09
H -6.85 -4.41 -2.14 0.09
H -7.70 -3.10 -1.22 0.08
H -6.56 -2.20 0.48 0.09
C -0.40 7.34 0.67 -0.06
C -1.18 6.55 1.74 -0.51
C -1.39 7.42 3.03 -0.05
O -2.40 6.12 1.24 -0.06
H -0.86 8.03 -0.04 0.08
H -0.02 6.51 0.07 0.07
H 0.46 7.83 1.12 0.08
H -0.53 5.71 1.98 0.13
H -0.43 7.88 3.27 0.07
H -1.79 6.82 3.85 0.08
H -2.00 8.30 2.82 0.08
H -2.80 6.92 0.91 0.09
C 8.41 -0.35 3.53 -0.03
C 7.47 -0.84 2.33 -0.47
C 6.82 -2.13 2.73 -0.09
O 6.39 0.04 2.24 -0.09
H 9.21 -1.08 3.71 0.07
H 7.84 -0.37 4.46 0.08
H 8.93 0.59 3.34 0.07
H 7.78 -0.96 1.29 0.14
H 5.88 -2.29 2.21 0.07
H 6.55 -2.27 3.78 0.08
H 7.51 -2.96 2.55 0.09
H 6.63 0.91 1.91 0.09
C -3.35 4.16 -5.15 -0.05
C -4.36 3.11 -4.81 -0.53
C -4.59 1.93 -5.82 -0.04
O -4.05 2.58 -3.57 -0.07
H -3.49 4.33 -6.22 0.08
H -2.39 3.74 -4.85 0.08
H -3.57 5.11 -4.66 0.08
H -5.30 3.64 -4.68 0.13
H -5.25 1.18 -5.39 0.08
H -3.65 1.47 -6.12 0.07
H -5.08 2.38 -6.69 0.07
H -3.17 2.20 -3.57 0.08
C 3.54 -5.62 -1.68 -0.06
C 4.54 -6.63 -1.06 -0.53
C 4.01 -7.00 0.31 -0.07
O 4.64 -7.73 -1.87 -0.03
H 3.89 -5.26 -2.65 0.08
H 3.31 -4.81 -1.00 0.07
H 2.64 -6.22 -1.79 0.08
H 5.51 -6.15 -0.99 0.14
H 3.18 -7.71 0.31 0.08
H 3.55 -6.19 0.89 0.07
H 4.75 -7.54 0.90 0.08
H 3.79 -8.06 -2.17 0.10

Entry 3:
83
Properties=species:S:1:pos:R:3:lowdin_charge:R:1 method="wB97M-V/def2-TZVPD" homo_energy_ev=-6.241 e_above_lowest_kj_mol=237.3 charge=-1 e_tot_ev=-49820.24777
B 1.62 -0.36 0.49 -1.38
F 1.77 0.77 1.25 0.16
F 2.39 -0.13 -0.60 0.18
F 2.22 -1.28 1.30 0.16
F 0.31 -0.62 0.05 0.12
C 5.46 1.64 1.12 -0.06
C 4.71 1.68 2.48 -0.26
O 4.28 0.34 2.44 -0.14
H 5.58 2.70 0.90 0.06
H 4.88 1.22 0.30 0.08
H 6.43 1.15 1.28 0.08
H 3.81 2.29 2.55 0.09
H 5.28 1.89 3.38 0.11
H 3.55 0.15 1.85 0.03
C 0.38 -2.80 -4.59 -0.11
C 1.23 -2.51 -3.44 -0.32
O 0.94 -1.19 -2.93 -0.08
H -0.62 -2.39 -4.55 0.07
H 0.14 -3.86 -4.72 0.08
H 0.91 -2.49 -5.50 0.08
H 2.24 -2.86 -3.65 0.12
H 0.89 -3.15 -2.64 0.11
H 0.94 -1.19 -1.97 0.04
O 4.72 -2.34 1.43 -0.06
H 5.01 -1.76 2.13 0.01
H 3.82 -2.07 1.26 -0.01
O 1.01 -0.67 4.02 -0.04
H 1.63 -0.72 3.29 0.00
H 1.45 -1.14 4.73 0.03
O 3.84 -0.08 -3.05 -0.07
H 2.97 0.27 -3.22 0.01
H 3.75 -0.56 -2.23 0.01
C -3.13 -1.81 0.55 -0.07
C -2.21 -1.91 1.78 -0.38
C -1.13 -3.10 1.69 -0.17
O -1.90 -4.27 1.86 -0.19
C -1.06 -5.35 2.28 -0.11
N -1.50 -0.65 1.98 0.05
H -2.62 -1.61 -0.39 0.06
H -3.75 -0.94 0.73 0.07
H -3.70 -2.72 0.37 0.07
H -2.83 -1.97 2.68 0.13
H -0.41 -3.06 2.51 0.11
H -0.50 -2.96 0.81 0.12
H -0.48 -5.11 3.18 0.08
H -0.36 -5.63 1.49 0.08
H -1.63 -6.27 2.39 0.08
H -0.76 -0.64 1.28 0.02
H -2.19 -0.02 1.60 0.06
C -5.16 -0.94 -3.51 -0.07
C -4.38 -0.09 -4.45 -0.44
C -2.93 0.22 -4.07 -0.19
O -2.90 1.28 -3.11 -0.21
C -1.77 1.44 -2.23 -0.07
N -4.40 -0.76 -5.75 0.02
H -6.05 -1.36 -3.97 0.08
H -5.48 -0.46 -2.58 0.08
H -4.57 -1.75 -3.07 0.07
H -4.89 0.86 -4.64 0.14
H -2.26 0.54 -4.87 0.12
H -2.56 -0.71 -3.65 0.11
H -1.51 0.61 -1.58 0.07
H -1.88 2.36 -1.65 0.09
H -0.93 1.44 -2.92 0.08
H -4.24 -0.13 -6.52 0.07
H -3.67 -1.46 -5.80 0.06
C -0.50 4.04 4.35 -0.06
C -0.34 3.16 3.02 -0.38
C 0.81 3.65 2.05 -0.16
O 1.04 5.07 2.01 -0.20
C 0.39 5.76 0.98 -0.13
N -0.06 1.84 3.59 0.03
H -1.46 4.01 4.86 0.06
H -0.34 5.07 4.04 0.04
H 0.35 3.81 4.99 0.07
H -1.32 3.16 2.53 0.12
H 0.41 3.27 1.11 0.11
H 1.74 3.14 2.30 0.10
H -0.69 5.64 1.05 0.08
H 0.58 5.29 0.02 0.08
H 0.62 6.83 0.97 0.09
H 0.03 1.40 2.69 0.02
H 0.92 1.84 3.84 0.06

| no. | gap between HOMO and LUMO (Eh) | lowest unoccupied orbital energy (eV) |
| --- | --- | --- |
| 1 | 0.3444 | -2.14 |
| 2 | 0.0959 | -8.60 |
| 3 | 0.3245 | 2.59 |